The following is a DFT calculation (ωB97M-V/def2-TZVPD) of a single C4H4O molecule in a non-equilibrium geometry.

- HOMO energy: -7.06 eV
- Energy above the lowest of the compared OMol25 structures with the same formula, charge and spin: 4.477 eV
- Kohn-Sham gap: 0.268 Eh
- LUMO: 0.00900 Eh

```
9
Properties=species:S:1:pos:R:3:lowdin_charge:R:1
C -1.641 0.052 -0.103 -0.078
C 0.741 -0.458 0.484 -0.217
C 0.859 0.939 0.354 -0.109
C -0.366 0.216 -0.415 -0.231
O -2.729 -0.229 0.007 0.283
H 1.435 -1.202 0.069 0.095
H 0.465 -1.007 1.458 0.122
H 1.438 1.322 -0.444 0.017
H -0.202 0.365 -1.409 0.117
```